No. 1
Computed, not measured: a structure of composition C22H42LuNOP3S in a non-equilibrium geometry, with wB97M-V/def2-TZVPD.

The highest occupied orbital energy comes out at -15.78 eV. Its spin multiplicity is 1. The charge is +3. The HOMO-LUMO gap comes out at 5.835 eV.

XYZ file:
```
71
Properties=species:S:1:pos:R:3:forces:R:3:mulliken_charge:R:1
Lu 2.570 -0.719 0.479 -4.713 2.820 -0.619 0.386
S -0.174 -2.420 1.659 -0.164 -0.167 0.326 -0.247
P 0.175 0.875 2.533 0.645 0.897 0.348 1.033
P 1.360 -1.461 -1.919 0.629 0.719 -0.845 1.470
P -1.371 1.061 -1.076 -0.614 0.590 0.101 0.817
O 2.670 1.168 -0.405 0.831 -1.736 0.001 0.037
N -2.861 -2.712 1.867 0.616 0.144 -1.162 -0.014
C 4.447 -1.683 1.059 3.387 -1.203 0.005 -0.893
C 3.141 -1.923 -2.056 0.202 -0.492 0.038 -1.800
C -1.272 0.931 3.711 -0.111 -0.693 -0.320 -1.051
C -1.730 -2.778 1.048 -0.029 -0.476 0.506 -0.013
C 4.532 4.196 0.445 0.744 0.272 0.842 -0.425
C -4.339 -2.796 0.001 -0.277 0.118 0.609 -0.630
C 0.640 -2.694 -3.060 -0.385 -0.450 0.219 -1.295
C 3.892 1.711 1.554 -0.492 -0.051 -1.082 -0.277
C 5.454 -0.847 0.605 0.072 -2.681 -0.206 -0.241
C 4.243 2.758 2.380 0.939 0.821 0.525 -0.849
C -1.953 -3.167 -0.286 -1.021 0.366 -0.488 -0.705
C -1.679 2.627 -1.889 -0.147 0.144 -0.079 -1.223
C 4.026 3.206 -0.375 -0.536 -0.620 -1.070 -0.731
C 1.450 1.148 3.820 0.167 -0.034 0.242 -1.166
C -3.239 -3.066 -0.822 0.773 -0.451 0.209 -0.001
C 4.622 3.995 1.838 -0.256 -0.166 0.038 -0.748
C 0.087 2.591 1.868 0.246 -0.045 0.027 -1.263
C -4.137 -2.706 1.358 0.700 0.099 0.386 -0.414
C -2.498 0.848 0.337 0.324 -0.026 0.066 0.065
C 3.572 2.008 0.206 0.024 0.203 0.470 0.702
C 1.517 0.024 -2.997 -0.309 0.140 0.005 -1.319
C -1.827 -0.290 -2.171 0.597 -0.237 -0.381 -0.508
H -1.791 -1.235 -1.623 0.037 0.264 -0.006 -0.582
H -1.539 3.445 -1.171 0.003 -0.150 -0.171 0.376
H -2.892 -0.178 0.337 0.159 0.293 -0.035 -0.128
H 5.724 -0.603 -0.435 -0.774 -0.038 0.285 0.265
H 6.307 -0.694 1.255 -0.423 1.005 0.610 0.315
H -2.707 2.650 -2.265 0.117 0.050 0.023 0.447
H 1.481 -0.286 -4.045 0.120 0.140 0.114 0.602
H 4.486 -2.022 2.105 0.017 0.210 -0.284 0.532
H -0.438 -2.809 -2.896 0.282 -0.054 -0.083 0.278
H 3.932 -2.453 0.402 0.722 0.876 0.299 0.316
H 4.220 2.645 3.463 0.519 -0.140 -0.210 0.529
H 3.294 -2.180 -3.113 0.362 0.160 0.226 0.475
H 3.369 -2.828 -1.473 0.081 0.119 -0.288 0.450
H 2.338 1.633 3.407 -0.296 -0.253 0.164 -0.111
H 1.015 1.802 4.584 0.332 -0.117 -0.069 0.534
H -2.858 -0.128 -2.508 0.155 0.141 0.144 0.588
H -4.919 -2.590 2.107 0.081 -0.122 -0.319 0.430
H 1.129 -3.663 -2.900 -0.222 0.140 0.007 0.477
H 0.801 -2.388 -4.102 0.084 -0.013 0.320 0.449
H -1.091 -3.468 -0.882 -0.320 0.228 0.170 0.700
H -0.947 1.437 4.632 -0.219 -0.142 -0.395 0.440
H -5.348 -2.713 -0.392 0.187 -0.105 0.055 0.461
H 3.986 3.347 -1.487 -0.335 -0.088 1.267 0.388
H -1.566 -0.102 3.960 -0.055 0.439 0.005 0.220
H 0.965 2.768 1.239 -0.052 0.092 0.048 0.061
H -1.182 -0.369 -3.052 -0.226 0.172 0.096 0.556
H -2.687 -2.641 2.872 -0.198 0.087 -0.385 0.296
H -0.812 2.746 1.265 0.104 0.143 0.158 0.479
H 0.007 1.222 -0.733 -0.602 -0.748 0.081 -0.155
H 5.031 4.755 2.525 -0.476 -0.306 -0.605 0.421
H 1.712 0.189 4.285 0.035 0.248 0.008 0.384
H 0.098 3.303 2.698 -0.106 0.051 -0.170 0.521
H -3.326 1.556 0.215 0.153 -0.110 0.070 0.549
H -2.123 1.476 3.279 0.217 -0.247 0.196 0.459
H 0.698 0.720 -2.808 0.197 0.054 -0.205 0.099
H -0.983 2.758 -2.727 -0.143 -0.005 0.174 0.393
H 4.873 5.142 0.010 -0.126 -0.411 0.169 0.447
H 2.449 0.550 -2.771 -0.241 -0.092 -0.091 0.333
H 3.892 0.651 1.914 -0.518 0.956 0.298 0.542
H 3.822 -1.086 -1.801 -0.153 -0.303 -0.200 0.575
H -3.408 -3.211 -1.888 0.074 -0.144 0.201 0.478
H -1.977 1.034 1.283 -0.397 -0.083 -0.385 -0.583
```
Forces are in eV/Å.

No. 2
Computed, not measured: a structure of composition C22H42N2RuSi2Te, with wB97M-V/def2-TZVPD.

The highest occupied orbital energy (spin up / spin down) comes out at -18.04 / -18.17 eV. Its spin multiplicity is 2. The charge is +3. The HOMO-LUMO gap (spin up / spin down) comes out at 7.187 / 6.271 eV.

XYZ file:
```
70
Properties=species:S:1:pos:R:3:forces:R:3:mulliken_spin:R:1
Te -1.955 1.766 0.770 -0.037 0.058 0.140 0.674
Ru -0.312 -0.387 0.591 0.159 -0.247 -0.026 0.022
Si -4.475 1.965 3.066 -0.034 -0.072 -0.006 0.030
Si -0.659 4.572 -0.621 -0.053 0.012 0.024 0.046
N 1.306 0.607 1.407 0.396 0.299 0.133 0.012
N 3.246 1.323 2.101 -0.006 0.069 0.110 0.003
C 2.700 -3.470 0.779 0.035 0.025 0.038 -0.001
C 0.805 3.540 -1.145 0.003 -0.039 -0.007 0.001
C -0.050 -1.627 -1.199 -0.049 0.230 -0.025 -0.015
C 1.598 -4.278 -1.345 0.003 -0.034 0.016 -0.001
C -1.199 5.834 -1.860 0.032 0.040 0.009 0.014
C -1.419 -1.284 -1.085 -0.032 -0.048 0.015 0.024
C -0.069 -2.543 1.013 -0.087 -0.071 0.136 -0.011
C -1.426 -2.151 1.154 -0.301 -0.026 -0.131 -0.032
C 1.941 -3.050 -0.474 -0.053 0.074 0.010 0.006
C 3.357 0.007 0.020 -0.065 -0.026 -0.030 0.000
C -2.670 2.556 2.563 -0.003 0.130 0.024 0.058
C -0.461 5.222 1.112 -0.002 0.021 -0.022 0.012
C 0.621 -2.377 -0.198 0.014 -0.146 -0.085 0.002
C 2.630 0.591 1.172 -0.113 -0.012 -0.119 -0.013
C 1.126 1.430 2.531 -0.099 -0.200 0.033 0.018
C -2.183 3.316 -0.598 0.025 0.024 -0.047 0.043
C 2.325 1.853 2.977 0.088 -0.015 -0.078 -0.001
C -2.157 -1.609 0.070 0.003 -0.243 -0.176 0.028
C -5.550 2.196 1.564 -0.010 0.081 -0.005 0.022
C -4.260 0.168 3.543 0.041 0.047 -0.001 0.000
C -3.637 -1.362 0.122 0.034 -0.041 0.121 0.078
C -4.914 3.063 4.488 -0.053 0.043 -0.026 0.004
H -4.109 -1.958 -0.661 -0.002 -0.038 0.021 0.000
H -4.011 0.083 4.603 0.008 -0.012 -0.003 0.001
H -1.974 2.272 3.355 0.030 -0.001 -0.021 0.005
H -3.120 3.799 -0.310 0.020 0.051 -0.026 -0.001
H 0.374 5.928 1.131 -0.009 0.011 -0.008 0.000
H 1.712 4.149 -1.139 -0.016 0.031 -0.018 0.000
H -1.931 -2.302 2.100 0.054 0.031 0.029 -0.001
H 2.657 -0.298 -0.751 -0.007 -0.011 -0.012 0.000
H 0.434 -2.998 1.856 0.014 0.105 0.043 0.000
H -2.637 3.638 2.410 -0.002 0.002 0.031 -0.003
H -4.232 2.949 5.332 0.026 -0.024 -0.023 0.000
H 0.985 2.697 -0.469 -0.017 0.015 0.020 0.012
H -4.063 -1.660 1.077 0.005 0.025 0.013 -0.003
H -1.342 5.775 1.445 -0.003 -0.005 -0.001 0.003
H -5.212 1.664 0.669 0.039 -0.036 0.022 -0.010
H 4.019 0.758 -0.412 0.020 -0.020 0.002 0.000
H -5.650 3.254 1.307 -0.004 -0.005 -0.006 0.004
H 0.166 1.609 2.979 -0.047 -0.037 -0.007 -0.008
H 3.966 -0.846 0.321 -0.019 -0.002 -0.010 0.000
H 0.684 3.153 -2.159 -0.004 0.001 -0.001 0.002
H -1.911 -0.759 -1.896 0.056 0.019 -0.016 -0.001
H 2.809 -2.663 1.509 0.010 0.024 -0.042 0.000
H -4.934 4.116 4.203 0.005 -0.006 -0.013 0.000
H 3.697 -3.810 0.503 -0.001 -0.011 0.003 0.000
H 2.523 -4.790 -1.607 0.003 -0.002 0.003 0.000
H -0.414 6.586 -1.980 0.015 -0.012 0.019 0.003
H 0.484 -1.344 -2.100 0.022 0.009 0.023 0.000
H 1.094 -4.004 -2.272 0.003 0.011 0.003 0.000
H -1.387 5.405 -2.846 0.002 -0.036 0.015 0.000
H 2.209 -4.310 1.275 0.004 0.001 -0.003 0.000
H 2.605 2.467 3.814 -0.010 -0.004 0.006 0.000
H -3.902 -0.322 -0.073 0.001 0.001 -0.046 -0.033
H -3.458 -0.323 2.982 -0.011 -0.008 -0.033 0.002
H -6.558 1.831 1.773 0.001 0.009 0.024 0.000
H -2.099 6.361 -1.538 -0.003 -0.015 0.011 0.000
H -5.177 -0.399 3.377 -0.009 0.009 0.015 0.002
H -5.915 2.811 4.847 0.001 -0.027 -0.013 0.001
H 0.969 -4.982 -0.798 -0.008 0.007 -0.001 0.000
H -0.232 4.451 1.853 0.008 -0.029 -0.028 -0.004
H 4.244 1.483 2.134 -0.007 0.012 -0.004 0.000
H 2.552 -2.388 -1.088 0.009 0.047 -0.002 0.000
H -2.292 2.858 -1.583 -0.012 -0.011 0.008 0.008
```
Forces are in eV/Å.

No. 3
Computed, not measured: a cluster of 9 separate species, C22H42N4O5S in total in a non-equilibrium geometry, with wB97M-V/def2-TZVPD.

The highest occupied orbital energy comes out at -9.57 eV. Its spin multiplicity is 1. The charge is 0. The HOMO-LUMO gap comes out at 9.892 eV.

XYZ file:
```
74
Properties=species:S:1:pos:R:3:forces:R:3:mulliken_charge:R:1
S 1.299 -3.241 0.713 -1.925 -0.505 -0.128 0.539
O -2.861 1.480 1.191 0.668 -0.017 -0.013 -0.487
O -0.024 -2.657 1.158 0.944 -0.062 0.005 -0.630
O 1.480 5.186 1.842 0.156 -0.349 0.364 -0.570
O -1.890 2.493 5.153 -0.075 -0.236 0.273 -0.573
O 1.783 -1.620 -4.261 0.538 -0.084 0.465 -0.567
N -4.900 -0.405 -5.145 -0.014 -0.086 -0.122 -0.400
N 2.861 2.054 -0.344 -0.059 -0.107 -0.199 -0.428
N 5.321 -2.962 -0.592 -0.200 -0.065 -0.098 -0.495
N -0.702 -0.409 -2.008 -0.133 -0.167 -0.386 -0.366
C -3.398 0.739 -3.339 -0.457 0.280 -0.540 -0.554
C 2.109 -3.639 -5.478 0.657 -0.627 0.316 -1.297
C -5.206 1.584 1.345 -0.417 0.090 0.141 -1.223
C 1.033 -3.651 -1.018 0.467 -0.536 -0.667 -0.798
C -4.227 0.085 -4.357 -0.018 0.047 0.390 0.255
C 1.310 -2.653 -4.669 -0.897 0.669 -1.270 0.958
C 0.120 0.224 0.388 -0.204 -0.145 -0.917 0.474
C 1.235 -4.944 1.305 -0.065 -0.125 0.821 -1.106
C -0.196 -2.877 -4.599 1.194 -0.087 0.028 -0.905
C -2.274 0.249 5.885 0.759 -0.272 0.809 -1.129
C 1.377 5.046 0.648 -0.215 0.794 -0.634 0.816
C 0.205 4.339 0.010 0.193 0.047 0.359 -1.005
C -0.360 0.895 4.279 -0.618 0.278 0.973 -0.628
C 3.538 -1.276 -1.514 1.000 -0.802 -0.006 0.540
C 4.522 -2.247 -1.006 0.133 0.332 0.362 0.228
C -3.863 -0.418 2.253 0.763 0.269 0.464 -0.944
C 3.378 2.217 0.666 -0.069 0.175 0.053 0.559
C 2.381 5.713 -0.278 0.177 -0.077 -0.480 -1.033
C -0.344 -0.128 -0.958 0.226 0.204 0.448 0.105
C -1.557 1.331 5.129 -0.026 0.216 -0.902 0.815
C -3.858 0.924 1.567 -0.993 -0.035 -0.239 0.861
C 4.001 2.462 1.948 0.344 0.535 0.744 -1.005
H -0.665 0.152 3.544 0.082 0.080 -0.151 0.006
H 0.029 1.818 3.860 0.244 -0.222 -0.336 0.169
H -0.357 5.045 -0.604 0.075 0.038 -0.078 0.456
H 3.070 -3.237 -5.793 -0.104 0.246 0.088 0.360
H 0.350 0.427 4.965 0.193 0.006 -0.221 0.462
H 4.012 -0.298 -1.548 -0.173 0.094 -0.043 0.331
H -6.070 0.937 1.497 0.186 -0.209 -0.004 0.368
H 1.581 -4.013 -6.353 -0.224 0.095 0.053 0.371
H 1.228 -4.894 2.397 0.474 0.165 -0.053 0.379
H 1.837 -4.307 -1.370 0.264 0.345 0.095 0.473
H -0.612 -2.017 -4.084 -0.309 -0.295 0.249 0.035
H 2.688 -1.271 -0.841 -0.195 0.130 -0.236 -0.581
H 5.066 2.673 1.849 0.021 -0.354 -0.182 0.342
H -2.373 0.742 -3.696 0.131 -0.042 0.343 0.226
H -5.329 2.410 2.049 0.199 0.040 -0.020 0.306
H -1.490 -0.305 6.418 -0.114 -0.126 -0.051 0.371
H 2.247 5.467 -1.333 -0.039 -0.303 0.115 0.304
H -3.754 1.765 -3.238 0.121 0.031 -0.021 0.332
H -4.117 -0.260 3.306 -0.371 -0.006 -0.084 0.191
H 0.154 1.309 0.453 -0.081 -0.024 0.279 -0.027
H 3.395 5.446 0.021 -0.020 -0.008 0.032 0.244
H 3.840 1.635 2.637 0.082 -0.121 -0.124 0.325
H -0.343 -3.852 -4.129 -0.516 0.132 0.087 0.286
H -0.445 3.969 0.800 -0.030 -0.184 -0.105 0.174
H -5.263 2.001 0.341 0.149 0.031 0.004 0.323
H 2.312 6.802 -0.241 -0.162 -0.030 0.401 0.382
H -2.750 -0.484 5.236 -0.152 0.150 -0.100 0.229
H 2.083 -5.526 0.951 0.007 0.008 -0.006 0.387
H -3.502 0.261 -2.371 0.219 -0.220 -0.056 0.123
H 0.129 -4.236 -1.198 -0.276 0.305 0.524 0.524
H 2.343 -4.514 -4.859 -0.135 -0.005 -0.011 0.272
H 0.572 3.543 -0.639 -0.093 -0.046 -0.004 0.246
H 1.121 -0.188 0.492 -0.009 0.054 0.304 0.083
H -4.573 -1.108 1.805 -0.038 -0.027 0.001 0.427
H -0.547 -2.923 -5.630 -0.181 -0.096 0.010 0.497
H 1.004 -2.739 -1.613 -0.014 0.038 0.079 -0.176
H -0.582 -0.248 1.066 0.197 0.207 0.333 -0.279
H -2.850 -0.824 2.272 -0.078 -0.156 -0.288 0.169
H -2.931 0.641 6.657 -0.293 0.110 -0.326 0.304
H 3.602 3.360 2.428 -0.351 -0.074 -0.247 0.266
H 3.319 -1.629 -2.522 -0.561 0.437 -0.002 -0.015
H 0.276 -5.425 1.104 0.041 0.253 -0.662 0.332
```
Forces are in eV/Å.